{
  "formula": "C36H40N7O4PRuSTe2",
  "method": "wB97M-V/def2-TZVPD",
  "elements": ["Ru", "N", "C", "S", "N", "N", "C", "C", "C", "C", "C", "C", "N", "H", "H", "H", "H", "H", "H", "H", "C", "Te", "C", "C", "C", "C", "C", "C", "C", "H", "H", "H", "H", "H", "H", "H", "H", "O", "N", "C", "C", "N", "C", "N", "Te", "C", "C", "C", "C", "C", "C", "C", "C", "C", "C", "C", "C", "H", "H", "H", "H", "H", "H", "H", "H", "H", "H", "C", "C", "O", "P", "O", "C", "C", "O", "C", "C", "H", "H", "H", "H", "H", "H", "H", "H", "H", "H", "H", "H", "H", "H", "H"],
  "positions_angstrom": [[-0.445, 0.905, -2.156], [0.203, 2.883, -5.965], [-0.210, 2.069, -4.970], [-0.373, 2.824, -3.369], [-0.402, 0.804, -5.221], [-0.834, 0.178, -4.087], [-1.367, -0.981, -4.120], [-2.095, -1.322, -2.894], [-2.841, -2.471, -2.756], [-3.651, -2.616, -1.636], [-3.702, -1.594, -0.711], [-2.894, -0.479, -0.882], [-2.093, -0.350, -1.936], [0.109, 3.877, -5.850], [0.152, 2.521, -6.905], [-1.398, -1.597, -5.012], [-2.800, -3.234, -3.522], [-4.233, -3.517, -1.494], [-4.329, -1.651, 0.165], [-2.866, 0.322, -0.159], [3.623, 0.411, -1.465], [2.122, 0.809, -2.919], [3.108, 2.665, -3.194], [4.521, 2.386, -2.740], [5.579, 3.194, -3.142], [6.869, 2.927, -2.716], [7.111, 1.846, -1.879], [6.063, 1.038, -1.473], [4.766, 1.300, -1.901], [3.872, -0.647, -1.525], [3.290, 0.633, -0.460], [2.623, 3.446, -2.607], [3.042, 2.935, -4.246], [5.389, 4.038, -3.794], [7.687, 3.554, -3.044], [8.119, 1.626, -1.554], [6.254, 0.192, -0.823], [0.366, -0.928, -1.715], [0.641, -1.414, -0.514], [1.454, -2.418, -0.595], [1.919, -2.915, -1.861], [2.296, -3.310, -2.871], [1.900, -3.029, 0.620], [2.279, -3.488, 1.602], [-1.417, -1.869, 2.194], [-1.867, -2.258, 4.214], [-0.892, -2.859, 5.007], [-1.152, -3.131, 6.342], [-2.381, -2.800, 6.894], [-3.352, -2.195, 6.110], [-3.094, -1.920, 4.774], [-2.154, -3.727, 1.508], [-3.475, -4.099, 1.745], [-3.969, -5.296, 1.249], [-3.150, -6.124, 0.489], [-1.832, -5.763, 0.256], [-1.331, -4.573, 0.775], [0.066, -3.126, 4.577], [-0.391, -3.602, 6.951], [-2.582, -3.013, 7.936], [-4.312, -1.934, 6.538], [-3.854, -1.441, 4.168], [-4.118, -3.459, 2.339], [-4.991, -5.584, 1.457], [-3.537, -7.055, 0.095], [-1.181, -6.416, -0.312], [-0.289, -4.322, 0.624], [0.375, 5.497, 0.503], [0.392, 4.355, -0.485], [0.574, 3.121, 0.241], [-0.244, 1.777, -0.023], [-1.716, 2.027, 0.526], [-1.969, 2.583, 1.844], [-3.043, 3.634, 1.727], [0.358, 0.865, 1.120], [1.710, 0.876, 1.612], [1.765, 1.536, 2.968], [0.310, 6.446, -0.031], [1.287, 5.501, 1.099], [-0.480, 5.424, 1.175], [1.225, 4.448, -1.181], [-0.537, 4.316, -1.056], [-1.040, 2.987, 2.248], [-2.282, 1.752, 2.477], [-2.721, 4.461, 1.094], [-3.283, 4.028, 2.715], [-3.951, 3.211, 1.298], [2.343, 1.391, 0.895], [2.008, -0.173, 1.662], [1.576, 2.606, 2.896], [2.749, 1.384, 3.413], [1.024, 1.088, 3.631]],
  "spin_multiplicity": 2,
  "gap_ev": [6.7, 5.5],
  "e_homo_ev": [-9.9, -9.9],
  "charge": 1,
  "energy_ev": -93888.2682
}



{
  "formula": "C18H20Cl5NiSb2",
  "method": "wB97M-V/def2-TZVPD",
  "elements": ["Ni", "C", "Sb", "C", "C", "C", "C", "C", "C", "C", "C", "C", "Sb", "C", "C", "H", "H", "H", "H", "H", "H", "H", "H", "H", "H", "H", "H", "H", "H", "H", "H", "H", "H", "H", "H", "Cl", "C", "C", "C", "Cl", "C", "Cl", "C", "Cl", "C", "Cl"],
  "positions_angstrom": [[-1.034, -1.638, 0.384], [3.105, -2.809, -0.142], [1.555, -1.421, 0.284], [2.429, -0.368, 1.901], [1.709, -0.064, -1.380], [2.467, 1.189, -1.095], [3.733, 1.367, -1.651], [4.439, 2.544, -1.472], [3.869, 3.573, -0.741], [2.617, 3.400, -0.175], [1.905, 2.209, -0.314], [0.623, 2.126, 0.492], [-1.112, 0.863, 0.222], [-2.188, 1.826, 1.774], [-1.776, 1.678, -1.623], [4.015, -2.234, -0.305], [2.866, -3.380, -1.036], [3.251, -3.486, 0.697], [3.236, 0.273, 1.547], [2.832, -1.104, 2.597], [1.683, 0.222, 2.425], [0.684, 0.183, -1.663], [2.118, -0.611, -2.230], [4.156, 0.575, -2.258], [5.418, 2.662, -1.916], [4.396, 4.509, -0.609], [2.187, 4.207, 0.408], [0.137, 3.106, 0.453], [0.882, 1.988, 1.545], [-2.568, 2.778, 1.406], [-1.499, 2.010, 2.598], [-3.014, 1.210, 2.114], [-2.305, 2.607, -1.416], [-2.433, 0.993, -2.148], [-0.897, 1.898, -2.228], [-4.378, 0.226, -0.142], [-4.195, -1.473, 0.130], [-2.928, -2.010, 0.306], [-2.896, -3.377, 0.488], [-1.237, -3.974, 0.665], [-3.977, -4.233, 0.523], [-3.774, -5.912, 0.759], [-5.235, -3.650, 0.353], [-6.630, -4.637, 0.386], [-5.342, -2.270, 0.153], [-6.892, -1.573, -0.065]],
  "gap_ev": [7.6, 7.7],
  "e_homo_ev": [-11.6, -11.7],
  "charge": 1,
  "energy_ev": -135713.1375
}



Repeat the second record exactly.
{
  "formula": "C18H20Cl5NiSb2",
  "method": "wB97M-V/def2-TZVPD",
  "elements": ["Ni", "C", "Sb", "C", "C", "C", "C", "C", "C", "C", "C", "C", "Sb", "C", "C", "H", "H", "H", "H", "H", "H", "H", "H", "H", "H", "H", "H", "H", "H", "H", "H", "H", "H", "H", "H", "Cl", "C", "C", "C", "Cl", "C", "Cl", "C", "Cl", "C", "Cl"],
  "positions_angstrom": [[-1.034, -1.638, 0.384], [3.105, -2.809, -0.142], [1.555, -1.421, 0.284], [2.429, -0.368, 1.901], [1.709, -0.064, -1.380], [2.467, 1.189, -1.095], [3.733, 1.367, -1.651], [4.439, 2.544, -1.472], [3.869, 3.573, -0.741], [2.617, 3.400, -0.175], [1.905, 2.209, -0.314], [0.623, 2.126, 0.492], [-1.112, 0.863, 0.222], [-2.188, 1.826, 1.774], [-1.776, 1.678, -1.623], [4.015, -2.234, -0.305], [2.866, -3.380, -1.036], [3.251, -3.486, 0.697], [3.236, 0.273, 1.547], [2.832, -1.104, 2.597], [1.683, 0.222, 2.425], [0.684, 0.183, -1.663], [2.118, -0.611, -2.230], [4.156, 0.575, -2.258], [5.418, 2.662, -1.916], [4.396, 4.509, -0.609], [2.187, 4.207, 0.408], [0.137, 3.106, 0.453], [0.882, 1.988, 1.545], [-2.568, 2.778, 1.406], [-1.499, 2.010, 2.598], [-3.014, 1.210, 2.114], [-2.305, 2.607, -1.416], [-2.433, 0.993, -2.148], [-0.897, 1.898, -2.228], [-4.378, 0.226, -0.142], [-4.195, -1.473, 0.130], [-2.928, -2.010, 0.306], [-2.896, -3.377, 0.488], [-1.237, -3.974, 0.665], [-3.977, -4.233, 0.523], [-3.774, -5.912, 0.759], [-5.235, -3.650, 0.353], [-6.630, -4.637, 0.386], [-5.342, -2.270, 0.153], [-6.892, -1.573, -0.065]],
  "gap_ev": [7.6, 7.7],
  "e_homo_ev": [-11.6, -11.7],
  "charge": 1,
  "energy_ev": -135713.1375
}